ORCA calculation (wB97M-V/def2-TZVPD) on C4H16KN8O4 as an isolated structure at a distorted geometry.

Structure (XYZ):
```
33
Properties=species:S:1:pos:R:3:forces:R:3
K -19.254 19.550 -13.361 0.0 -0.3 0.2
C -21.738 18.279 -11.206 -1.1 2.6 -1.5
O -21.808 19.029 -12.166 0.2 0.2 -1.2
N -21.743 18.694 -9.975 1.1 2.1 3.0
N -21.845 16.998 -11.163 0.2 -6.5 -2.2
H -22.151 19.603 -9.811 0.6 -0.3 0.8
H -21.466 17.929 -9.376 -0.8 1.4 1.3
H -21.444 16.444 -10.420 -0.4 0.2 -0.1
H -22.092 16.440 -11.968 0.5 0.4 -0.2
C -18.693 16.133 -14.553 1.4 -1.2 0.6
O -19.550 16.918 -14.320 -3.4 3.2 2.6
N -18.019 15.414 -13.657 0.4 -0.6 1.9
N -18.376 15.991 -15.791 1.6 -1.2 -5.0
H -17.270 14.765 -13.852 -0.3 0.3 -0.1
H -18.238 15.636 -12.696 0.3 -0.2 -0.2
H -17.692 15.337 -16.146 -0.2 0.1 0.1
H -19.014 16.397 -16.460 0.3 -0.1 0.1
C -16.053 19.716 -11.712 -2.7 -0.6 -3.3
O -16.634 18.937 -12.491 0.4 -0.7 -0.4
N -16.265 19.650 -10.450 -0.2 -0.8 4.4
N -15.457 20.788 -12.154 1.9 2.0 -1.1
H -16.832 18.862 -10.173 0.1 0.4 0.4
H -16.122 20.454 -9.857 -0.1 -0.5 0.1
H -15.125 21.489 -11.507 0.1 0.0 -0.6
H -15.448 20.905 -13.157 0.2 0.3 0.4
C -18.343 23.054 -11.830 3.1 -1.7 2.0
O -18.365 21.807 -11.791 -0.6 1.4 0.9
N -18.622 23.753 -12.863 -1.7 2.1 -3.5
N -17.659 23.911 -10.946 0.2 -2.5 1.6
H -19.026 23.323 -13.682 0.2 0.5 0.1
H -18.164 24.652 -12.830 -0.7 0.0 -1.2
H -17.605 24.919 -10.909 -0.4 -0.4 -0.2
H -17.162 23.394 -10.235 -0.2 0.5 0.2
```
Forces are in eV/Å.

Properties
Net charge = +1
Max |F| = 6.85 eV/A
Gap between HOMO and LUMO = 0.3637 Eh
Multiplicity = 1
E = -1500.91230 hartree
LUMO energy = -2.45 eV